Formula: C5H9NO
Source: the OMol25 dataset
Level of theory: ωB97M-V with the def2-TZVPD basis set

Total charge: 0
Max |F|, eV/A: 2.71

The geometry in XYZ format:
```
16
C5H9NO ωB97M-V with the def2-TZVPD basis set
C -0.652 1.840 -0.994
N 0.267 0.692 -0.746
C 0.787 0.529 0.527
C 1.578 -0.803 0.721
O 0.547 1.311 1.415
H -0.569 2.479 -0.082
H -0.355 2.287 -1.914
H -1.732 1.548 -1.087
H 0.384 0.064 -1.492
H 1.653 -1.360 -0.257
H 1.069 -1.385 1.460
H 2.581 -0.506 1.118
C -1.842 -1.288 0.222
C -0.897 -1.995 0.403
H -2.589 -0.569 0.248
H -0.231 -2.845 0.456
```

The Löwdin scheme yields these atomic charges, measured in e: C -0.062; N -0.011; C -0.555; C -0.035; O 0.039; H 0.090; H 0.060; H 0.078; H 0.101; H 0.085; H 0.039; H 0.094; C 0.035; C -0.028; H 0.017; H 0.053

=====

Formula: C5H9NO
Source: the OMol25 dataset
Level of theory: ωB97M-V with the def2-TZVPD basis set

Total charge: 0
Max |F|, eV/A: 0.96

The geometry in XYZ format:
```
16
C5H9NO ωB97M-V with the def2-TZVPD basis set
C -1.625 0.218 1.370
C -1.358 0.160 -0.126
N -0.676 1.386 -0.815
C 0.312 0.543 -1.107
C 1.482 0.193 -0.213
C 1.858 -1.270 -0.225
O 1.133 -2.147 -0.622
H -1.337 1.209 1.734
H -2.696 0.074 1.579
H -1.086 -0.537 1.964
H -1.393 -0.820 -0.622
H -1.821 0.865 -1.057
H 0.547 0.342 -2.170
H 1.427 0.556 0.825
H 2.345 0.728 -0.648
H 2.887 -1.500 0.133
```

The Löwdin scheme yields these atomic charges, measured in e: C -0.085; C -0.238; N -0.057; C -0.229; C -0.147; C -0.268; O 0.049; H 0.074; H 0.073; H 0.071; H 0.112; H 0.146; H 0.130; H 0.127; H 0.121; H 0.120

=====

Formula: C5H9NO
Source: the OMol25 dataset
Level of theory: ωB97M-V with the def2-TZVPD basis set

Total charge: 0
Max |F|, eV/A: 0.52

The geometry in XYZ format:
```
16
C5H9NO ωB97M-V with the def2-TZVPD basis set
C -1.467 -0.738 -0.864
C -0.155 -0.175 -0.322
C 1.052 -0.657 -1.124
C 0.605 2.279 0.938
O -0.060 1.605 1.859
C 0.049 0.213 2.010
N -0.012 -0.603 1.067
H -1.469 -1.832 -0.816
H -1.601 -0.430 -1.906
H -2.318 -0.365 -0.284
H 0.951 -0.348 -2.170
H 1.984 -0.237 -0.730
H 1.129 -1.749 -1.089
H 1.495 1.646 0.665
H -0.211 0.927 -0.405
H 0.081 -0.074 3.060
```

The Löwdin scheme yields these atomic charges, measured in e: C -0.057; C -0.476; C -0.060; C 0.073; O -0.137; C -0.181; N 0.115; H 0.083; H 0.082; H 0.081; H 0.083; H 0.071; H 0.083; H 0.015; H 0.092; H 0.134

=====

Formula: C5H9NO
Source: the OMol25 dataset
Level of theory: ωB97M-V with the def2-TZVPD basis set

Total charge: 0
Max |F|, eV/A: 0.49

The geometry in XYZ format:
```
16
C5H9NO ωB97M-V with the def2-TZVPD basis set
C 0.546 0.324 -1.954
C 0.388 -0.029 -0.683
C -0.191 -1.222 0.056
N -0.152 -0.461 1.350
C 1.254 -0.166 1.582
C 0.514 0.678 0.622
H 0.893 1.318 -2.223
H 0.333 -0.366 -2.764
H 0.402 -2.141 0.074
H -1.226 -1.442 -0.213
H 2.002 -0.860 1.204
H 1.464 0.251 2.562
H 0.263 1.715 0.829
O -2.557 0.770 -0.201
H -1.872 0.906 -0.871
H -2.061 0.725 0.630
```

The Löwdin scheme yields these atomic charges, measured in e: C 0.060; C -0.292; C -0.122; N -0.031; C -0.111; C -0.211; H 0.065; H 0.065; H 0.117; H 0.114; H 0.116; H 0.110; H 0.141; O -0.059; H 0.017; H 0.020

=====

Formula: C5H9NO
Source: the OMol25 dataset
Level of theory: ωB97M-V with the def2-TZVPD basis set

Total charge: 0
Max |F|, eV/A: 0.31

The geometry in XYZ format:
```
16
C5H9NO ωB97M-V with the def2-TZVPD basis set
C 0.006 1.703 -1.187
C 0.270 0.230 -1.398
N 1.397 -0.430 -0.754
C 0.030 -0.810 -0.361
C -0.471 -0.476 1.006
C -1.396 -1.410 1.695
O 0.292 -1.141 2.084
H -1.030 1.956 -1.433
H 0.662 2.294 -1.836
H 0.197 2.017 -0.156
H 0.129 -0.094 -2.428
H 1.799 0.185 -0.046
H -0.262 -1.808 -0.688
H -0.446 0.591 1.244
H -1.831 -0.838 2.533
H 0.654 -1.967 1.726
```

The Löwdin scheme yields these atomic charges, measured in e: C -0.057; C -0.322; N 0.065; C -0.250; C -0.373; C 0.080; O -0.027; H 0.083; H 0.080; H 0.068; H 0.133; H 0.098; H 0.140; H 0.132; H 0.025; H 0.125

=====

Formula: C5H9NO
Source: the OMol25 dataset
Level of theory: ωB97M-V with the def2-TZVPD basis set

Total charge: 0
Max |F|, eV/A: 3.90

The geometry in XYZ format:
```
16
C5H9NO ωB97M-V with the def2-TZVPD basis set
C -1.442 0.927 0.449
N -0.712 0.912 1.563
O -0.076 -0.419 1.625
C 1.235 -0.340 1.166
C 1.195 0.016 -0.293
C 0.012 -0.558 -1.057
C -1.369 0.034 -0.746
H -2.120 1.834 0.441
H 1.870 0.327 1.827
H 1.707 -1.324 1.356
H 2.115 -0.253 -0.791
H 1.229 1.112 -0.330
H 0.132 -0.580 -2.134
H -0.044 -1.657 -0.694
H -2.144 -0.692 -0.781
H -1.589 0.661 -1.602
```

The Löwdin scheme yields these atomic charges, measured in e: C -0.112; N 0.088; O -0.189; C -0.269; C -0.211; C -0.185; C -0.177; H 0.126; H 0.134; H 0.126; H 0.106; H 0.112; H 0.103; H 0.141; H 0.104; H 0.104

=====

Formula: C5H9NO
Source: the OMol25 dataset
Level of theory: ωB97M-V with the def2-TZVPD basis set

Total charge: 0
Max |F|, eV/A: 1.16

The geometry in XYZ format:
```
16
C5H9NO ωB97M-V with the def2-TZVPD basis set
C -0.673 2.217 0.241
C 1.335 -0.286 0.924
O 0.553 -0.513 1.939
C 0.836 -1.000 -0.351
C -0.606 -1.527 -0.422
C 1.132 -0.146 -1.509
N 1.322 0.520 -2.435
H -0.829 2.125 -0.837
H -0.919 3.231 0.562
H -1.317 1.511 0.776
H 0.375 2.011 0.475
H -0.259 -1.029 1.739
H 1.540 -1.847 -0.408
H -0.772 -2.034 -1.375
H -1.331 -0.710 -0.349
H -0.811 -2.267 0.362
```

The Löwdin scheme yields these atomic charges, measured in e: C -0.044; C -0.044; O 0.022; C -0.372; C -0.066; C -0.229; N 0.167; H 0.022; H 0.023; H 0.014; H 0.007; H 0.095; H 0.150; H 0.093; H 0.082; H 0.081

=====

Formula: C5H9NO
Source: the OMol25 dataset
Level of theory: ωB97M-V with the def2-TZVPD basis set

Total charge: 0
Max |F|, eV/A: 1.04

The geometry in XYZ format:
```
16
C5H9NO ωB97M-V with the def2-TZVPD basis set
C 1.684 -0.246 -0.206
C 0.897 0.592 0.810
C 0.396 1.838 0.221
N -0.004 2.811 -0.259
C -0.227 -0.197 1.493
O -0.073 -1.339 1.835
H 2.643 0.231 -0.423
H 1.128 -0.349 -1.142
H 1.861 -1.240 0.212
H 1.570 0.873 1.631
H -1.171 0.349 1.678
C -1.739 -0.663 -1.169
H -1.477 0.392 -1.044
H -2.825 -0.754 -1.231
H -1.279 -1.046 -2.083
H -1.385 -1.252 -0.323
```

The Löwdin scheme yields these atomic charges, measured in e: C -0.042; C -0.313; C -0.215; N 0.166; C -0.255; O 0.068; H 0.088; H 0.079; H 0.086; H 0.156; H 0.137; C -0.032; H 0.012; H 0.030; H 0.031; H 0.006

=====

Formula: C5H9NO
Source: the OMol25 dataset
Level of theory: ωB97M-V with the def2-TZVPD basis set

Total charge: 0
Max |F|, eV/A: 0.57

The geometry in XYZ format:
```
16
C5H9NO ωB97M-V with the def2-TZVPD basis set
O 2.200 0.265 -0.684
C 1.051 1.059 -0.505
C 0.408 0.859 0.897
C -0.457 -0.205 0.226
C -1.599 -1.071 0.496
N -0.250 -1.650 0.229
C -0.214 0.429 -1.129
H 1.929 -0.659 -0.574
H 1.311 2.073 -0.814
H -0.211 1.714 1.191
H 1.085 0.590 1.714
H -2.319 -1.077 -0.322
H -2.034 -1.276 1.467
H 0.154 -1.922 1.127
H -0.066 -0.287 -1.944
H -0.994 1.153 -1.383
```

The Löwdin scheme yields these atomic charges, measured in e: O -0.026; C -0.348; C -0.035; C -0.495; C -0.090; N 0.055; C -0.066; H 0.087; H 0.139; H 0.116; H 0.116; H 0.105; H 0.103; H 0.096; H 0.124; H 0.119

=====

Formula: C5H9NO
Source: the OMol25 dataset
Level of theory: ωB97M-V with the def2-TZVPD basis set

Total charge: 0
Max |F|, eV/A: 1.83

The geometry in XYZ format:
```
16
C5H9NO ωB97M-V with the def2-TZVPD basis set
C -0.578 1.438 0.886
C -1.344 0.416 -0.477
C -0.071 0.244 -1.307
N 0.443 -0.397 -0.105
C 1.618 -1.134 0.127
C -0.855 -0.717 0.337
O -1.278 -1.491 1.158
H 0.234 1.078 1.587
H -1.412 1.668 1.519
H -0.115 2.261 0.346
H -2.359 0.494 -0.934
H -0.049 -0.504 -2.110
H 0.366 1.182 -1.669
H 1.706 -1.286 1.208
H 1.522 -2.096 -0.375
H 2.488 -0.579 -0.233
```

The Löwdin scheme yields these atomic charges, measured in e: C 0.034; C -0.058; C -0.135; N -0.212; C -0.054; C -0.526; O 0.098; H 0.098; H 0.047; H 0.058; H 0.139; H 0.123; H 0.113; H 0.096; H 0.087; H 0.092

=====

Formula: C5H9NO
Source: the OMol25 dataset
Level of theory: ωB97M-V with the def2-TZVPD basis set

Total charge: 0
Max |F|, eV/A: 0.20

The geometry in XYZ format:
```
16
C5H9NO ωB97M-V with the def2-TZVPD basis set
C -0.434 2.336 0.530
C -0.995 0.991 0.240
C 0.108 -0.119 -1.280
N 0.174 -0.919 -0.110
C 0.572 -2.300 -0.023
C -0.391 -0.176 0.899
O -0.443 -0.437 2.088
H 0.658 2.441 0.443
H -0.665 2.457 1.599
H -0.933 3.144 -0.011
H -0.889 0.579 -1.064
H -0.200 -0.662 -2.182
H 0.968 0.529 -1.474
H 0.378 -2.622 1.003
H -0.014 -2.921 -0.713
H 1.637 -2.434 -0.242
```

The Löwdin scheme yields these atomic charges, measured in e: C -0.109; C -0.014; C -0.038; N -0.160; C -0.032; C -0.546; O 0.056; H 0.085; H 0.102; H 0.070; H 0.091; H 0.116; H 0.109; H 0.092; H 0.090; H 0.087

=====

Formula: C5H9NO
Source: the OMol25 dataset
Level of theory: ωB97M-V with the def2-TZVPD basis set

Total charge: 0
Max |F|, eV/A: 0.79

The geometry in XYZ format:
```
16
C5H9NO ωB97M-V with the def2-TZVPD basis set
C 1.306 -0.864 0.048
C 0.220 0.207 -0.142
C 0.638 1.645 -0.443
N -0.929 -0.252 -0.966
C -1.726 -0.651 0.218
C -0.653 -0.001 1.095
O -0.498 0.228 2.265
H 2.128 -0.484 0.659
H 1.701 -1.272 -0.887
H 0.879 -1.715 0.608
H 0.923 1.781 -1.492
H 1.461 1.971 0.200
H -0.216 2.307 -0.256
H -0.672 -1.023 -1.575
H -2.696 -0.146 0.300
H -1.866 -1.731 0.369
```

The Löwdin scheme yields these atomic charges, measured in e: C -0.016; C -0.505; C -0.017; N 0.015; C -0.094; C -0.361; O 0.120; H 0.090; H 0.083; H 0.093; H 0.082; H 0.083; H 0.086; H 0.103; H 0.116; H 0.122

=====

HOMO: -9.40 -8.10 -8.98 -9.31 -8.50 -9.59 -9.27 -10.63 -9.47 -8.64 -8.46 -9.40 (eV)
Orbital gap: 0.3797 0.3307 0.3406 0.3749 0.3427 0.3897 0.3544 0.4101 0.3846 0.3491 0.3215 0.3786 (hartree)
Energy above the lowest of the compared OMol25 structures with the same formula, charge and spin: 3.139 6.069 4.503 3.378 5.808 3.377 3.877 1.554 2.851 3.942 4.288 1.706 (eV)